C24H33N5O3S | wB97M-V/def2-TZVPD

Last column: Löwdin charge in e.
Geometry (Å):
S 1.056 5.325 2.992  0.782
O -2.868 -0.069 2.752  0.060
O 2.149 -3.626 -0.027  -0.088
O 1.609 1.451 1.499  0.042
N -1.300 -2.315 -4.469  0.116
N -0.729 0.436 3.270  0.129
N -0.995 -1.834 -2.338  0.120
N -0.025 0.543 0.257  -0.011
N -1.101 1.692 -3.610  0.005
C -1.185 -0.954 -4.385  -0.202
C 1.751 -2.858 2.256  -0.010
C -1.231 0.039 -5.487  -0.108
C 0.825 -2.430 3.194  -0.045
C -0.063 2.797 3.216  -0.215
C -1.001 -0.673 -3.057  -0.177
C 0.420 1.218 1.324  -0.400
C -1.385 0.236 -0.122  -0.129
C 0.633 0.940 -2.059  -0.075
C 1.328 -3.226 0.985  -0.278
C -1.807 -0.380 3.250  -0.489
C -1.764 1.032 -1.371  -0.073
C 0.914 0.157 -0.780  -0.118
C -0.596 1.604 2.421  -0.217
C -0.945 -2.776 1.630  -0.028
C 3.538 -3.616 0.195  -0.090
C -0.120 4.072 2.384  -0.497
C 2.556 4.710 2.168  -0.399
C -0.815 0.725 -2.540  -0.421
C -1.518 -1.754 3.845  -0.050
C -0.528 -2.376 2.897  -0.243
C -1.176 -2.791 -3.203  -0.175
C -0.606 1.333 -4.923  -0.202
C -0.035 -3.194 0.686  -0.003
H -2.088 0.434 0.682  0.102
H 1.922 0.364 -0.418  0.123
H 2.558 3.624 2.186  0.014
H -0.642 2.920 4.132  0.120
H -1.441 -2.852 -5.309  0.157
H 0.798 -0.915 -0.967  0.109
H -1.584 1.836 2.020  0.146
H -1.995 -2.735 1.383  0.126
H -0.677 -0.307 -6.363  0.114
H 1.336 0.624 -2.830  0.119
H 3.409 5.100 2.713  0.026
H -2.789 0.782 -1.652  0.128
H 0.141 0.072 3.629  0.143
H -2.105 1.839 -3.663  0.117
H -1.108 4.530 2.424  0.073
H 3.826 -4.321 0.982  0.095
H 0.476 1.205 -4.849  0.115
H -1.713 2.103 -1.164  0.127
H 2.794 -2.882 2.527  0.104
H -0.805 2.171 -5.594  0.116
H -1.224 -3.833 -2.963  0.116
H 2.573 5.070 1.143  0.031
H -2.266 0.225 -5.794  0.115
H -2.449 -2.319 3.883  0.126
H 3.896 -2.615 0.455  0.096
H 1.175 -2.139 4.175  0.115
H 0.142 3.876 1.345  0.076
H -0.352 -3.471 -0.307  0.101
H 3.990 -3.927 -0.746  0.092
H -1.104 -1.660 4.849  0.122
H 0.773 2.008 -1.883  0.129
H 0.973 2.585 3.489  0.099
H -1.424 -0.830 -0.365  0.097

Summary:
Kohn-Sham gap in eV: 8.63
E in eV: -49853.55967